(1)
This record from OMol25 describes C19H24N5NiS as an isolated structure. The level of theory is wB97M-V/def2-TZVPD.

Summary:
Frontier orbital gap (spin up / spin down): 4.9 / 4.8 eV
Total charge: -1
Energy: -2918.71028 Eh
Relative energy (zero: lowest compared OMol25 entry of this formula, charge and spin): 0.00 kcal per mole
LUMO (spin up / spin down): 0.0903 / 0.0899 Eh
2S+1: 1

Positions of all 50 atoms, in Å:
Ni -0.0146 -0.6927 -1.3908
N -0.6049 -1.9721 -5.4459
C -0.2788 -1.6887 -4.1457
S -0.8901 -0.2520 -3.4377
N 0.5211 -2.5669 -3.5683
N 0.7976 -2.2060 -2.2937
C 1.6747 -2.8830 -1.6395
C 1.9490 -2.4327 -0.2877
C 2.7591 -3.1405 0.5970
C 2.9663 -2.6331 1.8654
C 2.3555 -1.4380 2.2190
C 1.5560 -0.7943 1.2882
N 1.3594 -1.2692 0.0583
H -1.4074 -1.4907 -5.8112
H -0.4701 -2.9289 -5.7292
H 2.1808 -3.7344 -2.0831
H 3.2067 -4.0738 0.2805
H 3.5926 -3.1638 2.5719
H 2.4880 -0.9987 3.1978
H 1.0585 0.1371 1.5272
C 1.8955 1.9637 -1.2242
C 0.7321 2.8113 -0.6996
C -0.3092 3.0773 -1.7888
C 0.1044 2.3074 0.5896
C 0.4035 3.0018 1.7517
C -0.1693 2.7142 2.9847
C -1.1387 1.7129 3.0142
C -1.4866 0.9735 1.9015
C -2.5387 -0.1093 2.0586
C -3.7070 0.0418 1.0810
C -1.9509 -1.5237 1.9884
C -0.8082 1.1814 0.6342
N -1.0628 0.3596 -0.3695
H 2.3866 2.4715 -2.0607
H 1.5644 0.9875 -1.5829
H 2.6384 1.8003 -0.4387
H 1.1678 3.7838 -0.4395
H -0.8703 2.1732 -2.0165
H 0.1705 3.4297 -2.7067
H -1.0182 3.8379 -1.4534
H 1.1114 3.8248 1.6788
H 0.0875 3.2788 3.8719
H -1.6465 1.4915 3.9505
H -2.9454 0.0170 3.0699
H -3.3543 -0.0701 0.0562
H -4.1652 1.0287 1.1804
H -4.4727 -0.7146 1.2817
H -1.5260 -1.7046 1.0012
H -2.7273 -2.2723 2.1773
H -1.1641 -1.6528 2.7364

How positive or negative is each atom? The natural (NBO) charges in e answer that: 0.884, -0.807, 0.266, -0.268, -0.459, -0.254, -0.025, 0.159, -0.248, -0.172, -0.274, 0.085, -0.481, 0.391, 0.385, 0.187, 0.211, 0.207, 0.222, 0.256, -0.596, -0.220, -0.607, -0.142, -0.193, -0.363, -0.230, -0.032, -0.236, -0.612, -0.609, 0.119, -0.888, 0.188, 0.203, 0.194, 0.180, 0.239, 0.185, 0.196, 0.181, 0.188, 0.183, 0.177, 0.249, 0.195, 0.178, 0.233, 0.183, 0.191

(2)
This record from OMol25 describes C19H24N5O2RhS as an isolated structure. The level of theory is wB97M-V/def2-TZVPD.

Summary:
Frontier orbital gap (spin up / spin down): 7.0 / 5.2 eV
Total charge: +2
Energy: -1670.52243 Eh
Relative energy (zero: lowest compared OMol25 entry of this formula, charge and spin): 12.59 kcal per mole
LUMO (spin up / spin down): -0.2244 / -0.3563 Eh
2S+1: 5

Positions of all 52 atoms, in Å:
Rh -17.0322 0.3075 -5.6215
C -20.5606 0.2296 -7.9592
C -19.4837 -0.0792 -7.0007
N -18.3896 0.7059 -6.9361
O -18.1944 1.6919 -7.8668
C -19.5183 -1.0255 -5.9232
C -20.4507 -2.1483 -5.8342
N -18.5581 -0.7493 -4.9252
O -18.5921 -1.5017 -3.9152
H -21.1526 1.1140 -7.7351
H -21.2438 -0.6297 -7.9064
H -20.1418 0.2678 -8.9721
H -17.2155 1.9447 -7.7181
H -21.3750 -1.9242 -6.4237
H -20.7248 -2.2704 -4.7720
H -20.0145 -3.0610 -6.2512
C -14.4447 0.1936 -0.9478
N -15.6004 -0.5608 -1.5416
C -16.4863 -1.4219 -0.7661
C -15.8782 -0.3102 -2.8264
N -15.9869 -0.0027 -3.9545
H -13.9933 -0.3959 -0.0670
H -14.8401 1.1678 -0.5590
H -13.6852 0.2759 -1.7102
H -16.9072 -2.2048 -1.5144
H -17.3216 -0.8913 -0.3031
H -15.9222 -1.8970 0.0139
N -15.7708 1.6207 -6.5880
S -14.4478 0.9896 -7.3439
C -14.5857 1.6611 -9.0057
C -13.9975 2.8248 -9.4109
C -14.3538 3.3706 -10.6008
C -15.3951 2.7723 -11.3587
C -15.9520 1.5709 -10.9474
C -15.4630 0.9499 -9.8373
C -13.0292 1.6782 -6.4839
C -13.1062 2.1073 -5.1379
C -11.9958 2.7519 -4.6010
C -10.7659 2.7651 -5.3042
C -10.7879 2.4314 -6.6435
C -11.9299 1.8683 -7.2084
H -15.7034 2.5725 -6.2011
H -13.4384 3.4434 -8.6770
H -14.0421 4.3752 -10.8387
H -15.5370 3.2044 -12.3380
H -16.7884 1.1897 -11.5668
H -15.9620 0.0563 -9.3911
H -13.9637 1.7074 -4.4990
H -12.1026 3.3207 -3.6720
H -9.8259 2.9120 -4.7523
H -9.8984 2.6055 -7.2165
H -11.9986 1.6606 -8.3058

How positive or negative is each atom? The natural (NBO) charges in e answer that: 1.273, -0.672, 0.183, -0.185, -0.501, 0.275, -0.695, -0.199, -0.253, 0.275, 0.244, 0.261, 0.517, 0.257, 0.275, 0.274, -0.407, -0.420, -0.405, 0.700, -0.597, 0.253, 0.230, 0.225, 0.238, 0.228, 0.238, -1.166, 1.101, -0.244, -0.220, -0.178, -0.145, -0.193, -0.201, -0.244, -0.233, -0.180, -0.154, -0.181, -0.213, 0.415, 0.242, 0.244, 0.246, 0.249, 0.226, 0.232, 0.242, 0.253, 0.248, 0.244

(3)
This record from OMol25 describes C19H25BO4 as an isolated structure. The level of theory is wB97M-V/def2-TZVPD.

Summary:
Frontier orbital gap: 5.9 eV
Total charge: 0
Energy: -1064.46734 Eh
Relative energy (zero: lowest compared OMol25 entry of this formula, charge and spin): 54.50 kcal per mole
LUMO: -0.0028 Eh
2S+1: 1

Positions of all 49 atoms, in Å:
C 0.1390 -1.8899 -4.6724
C 1.0195 -1.2461 -3.6561
C 2.3616 -1.1843 -3.6016
C 2.6242 -0.2114 -2.6105
C 1.4952 0.2811 -1.9156
B -1.9316 -3.1785 -0.3901
O -2.9258 -3.1630 0.5778
C -2.6764 -1.8657 1.2260
C -1.5013 -1.2084 0.3463
C -1.2720 0.1249 0.9502
C -1.9429 -1.1901 -1.2088
O -2.1626 -2.5384 -1.6341
C -0.2507 -2.1898 0.4536
O -0.5870 -3.4313 -0.0383
O 0.5170 -0.4991 -2.5758
H 0.7435 -2.5541 -5.3363
H -0.5978 -2.5886 -4.1763
H -0.3462 -1.1978 -5.3897
H 2.9819 -1.8246 -4.2580
H 3.6370 0.1060 -2.3906
H -3.6109 -1.2652 1.2569
H -2.3673 -1.9393 2.2837
H 0.7460 0.5162 0.0001
H -2.2392 0.6669 0.9739
H -1.1440 -0.1522 2.0064
H -2.8739 -0.5975 -1.3781
H -1.1643 -0.7224 -1.8469
H 0.6159 -1.7826 -0.1096
H 0.1014 -2.3024 1.5161
C -0.7855 2.3165 -0.1590
C -0.1049 1.0971 0.5333
C 1.7180 0.9673 -0.5490
C 0.3661 1.6168 1.9850
C 1.6673 1.4576 2.4676
C 2.0399 1.8456 3.7640
C 1.1149 2.3630 4.6645
C -0.1896 2.5402 4.2344
C -0.5453 2.2116 2.9102
H -1.8565 2.1202 -0.3952
H -0.8198 3.2076 0.4932
H -0.3228 2.6473 -1.1049
H 2.6884 0.4725 -0.3612
H 1.4266 1.4375 -1.8459
H 1.8213 2.0333 -0.1281
H 2.4273 1.0218 1.8331
H 3.0874 1.7202 4.0922
H 1.4021 2.6365 5.6708
H -0.9371 2.9154 4.9262
H -1.5861 2.3993 2.5667

How positive or negative is each atom? The natural (NBO) charges in e answer that: -0.675, 0.322, -0.313, -0.242, 0.034, 1.367, -0.746, -0.045, -0.154, -0.394, -0.089, -0.745, -0.054, -0.729, -0.468, 0.235, 0.252, 0.232, 0.241, 0.208, 0.190, 0.183, 0.282, 0.202, 0.216, 0.172, 0.233, 0.174, 0.177, -0.631, -0.254, -0.650, -0.008, -0.189, -0.220, -0.226, -0.210, -0.227, 0.214, 0.222, 0.200, 0.241, 0.355, 0.265, 0.197, 0.213, 0.216, 0.215, 0.210

(4)
This record from OMol25 describes C19H25CoF6N5SSb as an isolated structure. The level of theory is wB97M-V/def2-TZVPD.

Summary:
Frontier orbital gap (spin up / spin down): 7.3 / 5.8 eV
Total charge: +1
Energy: -3633.01865 Eh
Relative energy (zero: lowest compared OMol25 entry of this formula, charge and spin): 19.59 kcal per mole
LUMO (spin up / spin down): -0.1628 / -0.2151 Eh
2S+1: 2

Positions of all 58 atoms, in Å:
Co 0.5788 -0.2229 -0.7478
C -2.9037 -2.3309 3.7449
C -3.0397 -0.9212 3.1875
N -2.8466 -0.8704 1.7374
C -1.6316 -0.7718 1.1696
S -1.5753 -0.8533 -0.5875
N -0.5833 -0.6289 1.9122
N 0.5577 -0.5261 1.1600
C 1.6714 -0.8886 1.6831
C 1.8100 -1.4958 3.0343
C 2.8314 -0.7675 0.7853
C 4.1280 -1.0357 1.1671
C 5.1271 -1.0026 0.2035
C 4.7945 -0.7124 -1.1053
C 3.4741 -0.4294 -1.4052
N 2.5237 -0.4351 -0.4744
H -3.0110 -2.3158 4.8298
H -1.9260 -2.7472 3.5003
H -3.6697 -2.9917 3.3372
H -2.3017 -0.2598 3.6352
H -4.0300 -0.5164 3.3932
H -3.6051 -1.1575 1.1413
H 0.8368 -1.6309 3.4903
H 2.4252 -0.8622 3.6776
H 2.3045 -2.4641 2.9379
H 4.3526 -1.2802 2.1951
H 6.1491 -1.2319 0.4729
H 5.5351 -0.7170 -1.8917
H 3.1617 -0.2333 -2.4221
C -2.3644 1.7459 -2.8831
N -2.9020 2.1830 -1.6173
C -4.3194 1.9926 -1.4037
C -2.0682 2.1447 -0.4713
C -0.6446 2.5498 -0.7119
C -0.4039 3.9240 -0.6652
C 0.8290 4.4580 -0.9925
C 1.8334 3.6084 -1.4131
C 1.6122 2.2368 -1.4366
C 0.3965 1.6726 -1.0532
H -3.1393 1.7719 -3.6428
H -1.9928 0.7174 -2.7670
H -1.5234 2.3745 -3.1736
H -4.8796 2.3613 -2.2597
H -4.6354 2.5113 -0.5021
H -4.5131 0.9178 -1.2900
H -2.0949 1.0537 -0.1724
H -2.5361 2.7137 0.3338
H -1.2124 4.5858 -0.3746
H 0.9922 5.5259 -0.9424
H 2.7971 4.0008 -1.7117
H 2.4104 1.6154 -1.7920
F 0.7914 -1.6425 -2.1640
Sb 1.0339 -3.5979 -1.8459
F 1.6610 -3.6582 -3.5980
F -0.7421 -3.7396 -2.3910
F 1.2098 -5.4046 -1.4548
F 0.4919 -3.1594 -0.0903
F 2.7745 -3.1621 -1.2754

How positive or negative is each atom? The natural (NBO) charges in e answer that: 1.111, -0.620, -0.221, -0.584, 0.308, -0.108, -0.417, -0.257, 0.328, -0.689, 0.159, -0.201, -0.111, -0.219, 0.101, -0.480, 0.227, 0.218, 0.214, 0.221, 0.207, 0.408, 0.268, 0.248, 0.257, 0.242, 0.242, 0.248, 0.228, -0.453, -0.065, -0.441, -0.315, -0.022, -0.222, -0.183, -0.189, -0.251, -0.168, 0.237, 0.251, 0.255, 0.241, 0.233, 0.239, 0.279, 0.243, 0.219, 0.232, 0.230, 0.211, -0.714, 3.190, -0.659, -0.664, -0.655, -0.695, -0.690

(5)
This record from OMol25 describes C19H25CrN7OS as an isolated structure. The level of theory is wB97M-V/def2-TZVPD.

Summary:
Frontier orbital gap (spin up / spin down): 7.9 / 7.7 eV
Total charge: +1
Energy: -2640.05115 Eh
Relative energy (zero: lowest compared OMol25 entry of this formula, charge and spin): 33.97 kcal per mole
LUMO (spin up / spin down): -0.1053 / -0.1155 Eh
2S+1: 4

Positions of all 54 atoms, in Å:
Cr -0.4957 -0.0680 -0.4227
C -1.3477 -1.9119 1.6737
C -0.5974 -2.8791 0.7581
N -0.1132 -2.1933 -0.4731
C 1.2982 -2.5450 -0.8597
C 2.1639 -1.3689 -1.2731
N 2.4816 -0.4969 -0.1457
C 1.4807 0.5584 1.7410
C 0.6347 -0.5712 2.2829
N -0.6950 -0.5823 1.6356
H -1.3829 -2.3146 2.6892
H -2.3747 -1.7737 1.3421
H -1.2430 -3.7228 0.5112
H 0.2657 -3.2968 1.2715
H -0.7034 -2.4562 -1.2563
H 1.2727 -3.2779 -1.6665
H 1.7604 -3.0206 0.0051
H 1.7504 -0.8458 -2.1332
H 3.1250 -1.7861 -1.5808
H 3.3569 -0.0113 -0.2967
H 1.0105 1.5164 1.9716
H 2.7961 0.7983 3.3940
H 0.5365 -0.5025 3.3684
H 1.1371 -1.5118 2.0548
H -1.2963 0.0997 2.0895
O -2.1862 3.5353 -0.7894
C -1.9225 2.3671 -0.5902
N -0.7133 1.8290 -0.3255
C 0.4559 2.6334 -0.6348
C 1.7092 1.8659 -0.2497
C 2.8840 2.4653 -0.1087
C 4.0543 2.0058 0.6484
C 4.0281 1.2149 1.7211
C 2.8794 0.4797 2.3498
N 1.4843 0.4765 0.2278
C -2.9896 1.2966 -0.7348
C -4.2978 1.6232 -1.0240
C -5.1978 0.6017 -1.2750
C -4.7587 -0.7144 -1.2356
C -3.4358 -0.9620 -0.9327
N -2.5668 0.0213 -0.6752
H 0.4265 3.5716 -0.0780
H 0.4732 2.8991 -1.6973
H 2.9497 3.4755 -0.5012
H 5.0066 2.4431 0.3733
H 4.9727 1.0425 2.2261
H 3.1749 -0.5730 2.3901
H -4.5627 2.6707 -1.0653
H -6.2278 0.8259 -1.5182
H -5.4232 -1.5398 -1.4467
H -3.0572 -1.9767 -0.9015
S -1.0242 0.4294 -5.0008
C -0.6261 0.1796 -3.4811
N -0.3298 -0.0233 -2.3517

How positive or negative is each atom? The natural (NBO) charges in e answer that: 1.293, -0.231, -0.236, -0.653, -0.212, -0.261, -0.483, -0.037, -0.227, -0.625, 0.222, 0.218, 0.228, 0.214, 0.406, 0.223, 0.206, 0.232, 0.235, 0.396, 0.224, 0.249, 0.226, 0.210, 0.406, -0.581, 0.631, -0.664, -0.278, 0.178, -0.228, -0.264, -0.124, -0.475, -0.336, 0.134, -0.185, -0.115, -0.227, 0.062, -0.482, 0.235, 0.232, 0.240, 0.235, 0.224, 0.234, 0.269, 0.242, 0.244, 0.191, -0.068, 0.203, -0.753

(6)
This record from OMol25 describes a 8-piece molecular cluster, C19H25F5NO19 overall. The level of theory is wB97M-V/def2-TZVPD.

Summary:
Frontier orbital gap: 5.7 eV
Total charge: -1
Energy: -2722.73669 Eh
Relative energy (zero: lowest compared OMol25 entry of this formula, charge and spin): 60.53 kcal per mole
LUMO: 0.0603 Eh
2S+1: 1

Positions of all 69 atoms, in Å:
N 11.0701 -10.0367 -9.1944
H 11.8306 -10.5742 -9.6587
H 10.6789 -9.4899 -9.9553
H 11.4886 -9.4225 -8.4951
H 10.6123 -10.7829 -8.6643
C 15.7545 -10.8980 -10.6541
C 14.6710 -11.8285 -10.1259
O 13.5300 -11.3596 -9.8417
O 14.9678 -13.0354 -10.1689
H 16.4803 -11.4131 -11.2846
H 16.2550 -10.4006 -9.8163
H 15.4790 -10.0675 -11.3158
C 8.3866 -14.4526 -8.1548
C 9.7854 -13.9450 -8.5118
O 9.9107 -12.9451 -9.2726
O 10.7572 -14.5989 -8.0633
H 7.6284 -14.1516 -8.8781
H 8.1114 -13.9803 -7.2027
H 8.3530 -15.5097 -7.8959
C 12.1781 -4.9082 -9.6789
C 11.2492 -4.1915 -8.6938
O 10.6155 -5.2202 -8.0267
C 11.2561 -6.3851 -8.2501
O 10.9952 -7.4762 -7.8394
O 12.2975 -6.2091 -9.0842
F 10.2740 -3.6073 -9.5068
H 13.1065 -4.3469 -9.7819
H 11.7191 -4.9429 -10.6643
H 11.5671 -3.4174 -7.9938
C 9.0649 -6.3792 -13.5061
C 9.3897 -7.7820 -14.0707
O 10.6698 -8.0310 -13.5333
C 10.6742 -7.4517 -12.3017
O 11.3145 -7.7908 -11.3528
O 9.8673 -6.3620 -12.3056
F 9.3387 -7.5867 -15.4180
H 8.0157 -6.3710 -13.2033
H 9.2007 -5.4564 -14.0646
H 8.6788 -8.5280 -13.7265
C 9.2707 -10.8694 -6.1848
C 8.2562 -11.4361 -5.1696
O 7.1915 -11.6780 -6.0423
C 7.2668 -10.8831 -7.1189
O 6.6397 -10.9861 -8.1129
O 8.3760 -10.0440 -6.9631
F 7.9410 -10.3509 -4.3783
H 9.8463 -11.6588 -6.6749
H 9.9456 -10.2056 -5.6484
H 8.6709 -12.2151 -4.5366
C 7.2562 -11.6507 -12.0727
C 8.7537 -11.6367 -12.1026
O 8.9902 -10.3387 -11.5997
C 7.8477 -9.5955 -11.4524
O 7.8947 -8.4180 -11.3401
O 6.7985 -10.3392 -11.8429
F 9.3112 -11.6992 -13.3464
H 6.8959 -12.3247 -11.2932
H 6.8397 -12.0862 -12.9832
H 9.2346 -12.3455 -11.4382
C 14.2686 -7.7281 -4.6593
C 15.5243 -8.1170 -5.4778
O 15.0965 -9.1851 -6.2810
C 13.7502 -9.0670 -6.4608
O 13.1231 -9.5067 -7.3562
O 13.2549 -8.3877 -5.4158
F 16.5622 -8.5976 -4.7511
H 14.0442 -6.6636 -4.6448
H 14.1829 -8.1554 -3.6603
H 15.8507 -7.2843 -6.1059

How positive or negative is each atom? The natural (NBO) charges in e answer that: -0.925, 0.506, 0.442, 0.455, 0.461, -0.725, 0.764, -0.849, -0.739, 0.201, 0.193, 0.186, -0.730, 0.744, -0.857, -0.733, 0.194, 0.193, 0.213, -0.128, 0.433, -0.479, 0.981, -0.573, -0.466, -0.358, 0.200, 0.226, 0.167, -0.127, 0.451, -0.489, 0.990, -0.578, -0.495, -0.331, 0.205, 0.204, 0.170, -0.146, 0.432, -0.495, 0.985, -0.546, -0.504, -0.361, 0.230, 0.210, 0.190, -0.146, 0.411, -0.515, 0.991, -0.604, -0.472, -0.340, 0.219, 0.207, 0.245, -0.127, 0.447, -0.481, 0.981, -0.535, -0.497, -0.326, 0.193, 0.209, 0.145